(1)
The following is a DFT calculation (wB97M-V/def2-TZVPD) of a cluster of 2 separate species, C4H10O in total in a non-equilibrium geometry.

```
15
Properties=species:S:1:pos:R:3:forces:R:3:mulliken_charge:R:1
C 0.779210 -0.911125 -2.034721 0.53 0.29 1.22 -0.47
O 1.374779 -1.406291 -0.837956 0.44 -1.03 -0.71 -0.51
H 1.470772 -1.274172 -2.781904 -0.16 0.29 -0.55 0.24
H -0.237380 -1.235637 -2.247269 -0.09 -0.38 0.17 0.23
H 0.767275 0.173463 -1.948454 0.04 0.27 -0.59 0.20
H 0.942424 -1.168535 -0.030858 -0.74 0.54 0.45 0.31
C -1.585946 0.500424 0.714167 -0.57 0.45 -0.36 -1.03
C -0.383363 0.471119 1.610207 -0.61 -0.86 -0.17 0.24
C 0.817220 0.921666 1.272374 -0.75 0.14 0.31 -0.85
H -2.443378 0.881997 1.281313 0.19 0.34 -0.09 0.33
H -1.407827 1.140598 -0.153043 -0.08 0.12 0.10 0.29
H -2.008494 -0.421738 0.304499 0.66 -0.44 0.26 0.27
H -0.608897 0.022423 2.573938 0.42 0.21 0.19 0.28
H 1.601275 0.999473 2.009778 0.29 -0.15 -0.24 0.25
H 0.922328 1.306341 0.267936 0.45 0.21 0.01 0.22
```
Positions in Å, forces in eV/Å.

Output
- SMILES = C=CC.CO
- energy above the lowest of the compared OMol25 structures with the same formula, charge and spin (kJ/mol) = 153.3


(2)
The following is a DFT calculation (wB97M-V/def2-TZVPD) of an isolated molecule of C4H10O.

```
15
Properties=species:S:1:pos:R:3:forces:R:3:mulliken_charge:R:1
C -2.207132 0.063949 -0.222005 -0.08 -0.02 -0.03 -1.09
C -0.800649 0.497274 0.222833 0.06 0.09 -0.01 -0.33
C 0.294998 -0.547520 -0.000275 0.01 -0.02 -0.01 -0.54
C 1.661839 0.104066 0.097557 -0.35 0.30 0.04 -0.54
O 2.664055 -0.880306 -0.055666 0.32 0.04 0.01 -0.50
H -2.176181 -0.850795 -0.824581 0.03 0.14 0.09 0.33
H -2.881173 -0.121054 0.620048 0.14 -0.01 -0.09 0.28
H -2.663895 0.841864 -0.840142 -0.05 -0.12 0.09 0.28
H -0.514915 1.398492 -0.336103 -0.05 -0.11 0.07 0.28
H -0.805737 0.795837 1.279831 -0.01 -0.05 -0.19 0.32
H 0.194601 -0.998300 -0.996037 -0.01 0.08 0.12 0.33
H 0.226927 -1.366718 0.727144 -0.02 0.14 -0.09 0.27
H 1.738978 0.872252 -0.690279 0.04 -0.13 0.12 0.31
H 1.750488 0.623031 1.067041 0.05 -0.13 -0.13 0.30
H 3.517799 -0.432068 -0.049365 -0.09 -0.18 0.00 0.30
```
Positions in Å, forces in eV/Å.

Output
- SMILES = CCCCO
- energy above the lowest of the compared OMol25 structures with the same formula, charge and spin (kJ/mol) = 42.6


(3)
The following is a DFT calculation (wB97M-V/def2-TZVPD) of a cluster of 2 separate species, C4H10O in total in a non-equilibrium geometry.

```
15
Properties=species:S:1:pos:R:3:forces:R:3:mulliken_charge:R:1
C -1.776596 3.492170 -3.967656 -0.17 -1.45 -0.65 -0.77
C -1.801906 2.477437 -2.824376 -0.58 2.59 2.45 -0.86
H -2.567319 4.227052 -4.019317 -0.34 0.07 0.47 0.29
H -1.875297 2.904574 -4.874642 0.36 0.28 -0.59 0.23
H -0.827478 4.010303 -3.944465 0.17 0.12 -0.20 0.26
H -2.594957 1.751080 -2.688024 0.27 -0.65 -1.07 0.33
H -0.794054 2.197402 -2.541764 -0.02 -0.89 -0.36 0.28
H -2.077958 3.092623 -1.938151 0.31 -0.08 -0.06 0.24
C 2.997987 -3.183045 3.535783 -0.10 1.60 0.45 -0.73
C 1.714449 -3.418793 3.758725 -0.34 -1.12 -0.48 0.13
O 1.254999 -4.097768 4.858425 0.41 0.59 0.21 -0.49
H 3.299026 -2.673716 2.634121 -0.19 0.04 -0.18 0.25
H 3.673641 -3.032772 4.365349 0.32 -0.95 0.10 0.25
H 0.932374 -3.208505 3.031162 0.23 -0.13 -0.17 0.25
H 0.443089 -4.538042 4.614828 -0.33 -0.01 0.07 0.34
```
Positions in Å, forces in eV/Å.

Output
- SMILES = C=CO.CC
- energy above the lowest of the compared OMol25 structures with the same formula, charge and spin (kJ/mol) = 184.8


(4)
The following is a DFT calculation (wB97M-V/def2-TZVPD) of a cluster of 2 separate species, C4H10O2 in total.

```
16
Properties=species:S:1:pos:R:3:forces:R:3:mulliken_charge:R:1
C -1.316700 1.447673 -0.813813 -0.22 0.75 -0.01 -0.56
O -0.729051 0.294042 -0.916270 -0.55 -0.71 -0.14 -0.26
C 0.539696 0.014926 -0.873725 0.82 -0.01 -0.02 -0.21
C 0.329841 0.875100 2.155763 -0.02 0.04 0.03 -0.84
C 0.932951 -1.404265 -1.043854 -0.06 0.09 0.44 -0.43
O 1.372359 -1.737603 -2.358604 -0.18 0.03 -0.27 -0.51
H -0.712961 2.346689 -0.752404 -0.11 -0.10 -0.02 0.36
H -2.392770 1.425239 -0.879149 0.14 0.01 0.01 0.28
H -0.441587 1.122755 1.417976 0.17 -0.05 0.20 0.10
H 1.237141 0.846994 -0.819696 -0.06 -0.13 -0.02 0.46
H 0.088001 1.374094 3.097122 0.04 -0.08 -0.10 0.33
H 1.307052 1.216424 1.804594 -0.15 -0.04 0.07 0.22
H 0.361099 -0.206103 2.309592 -0.01 0.15 -0.01 0.24
H 1.784507 -1.637473 -0.396667 -0.11 0.05 -0.07 0.27
H 0.091907 -2.042195 -0.731884 0.11 0.09 -0.09 0.25
H 0.669774 -1.464923 -2.962682 0.17 -0.08 0.00 0.30
```
Positions in Å, forces in eV/Å.

Output
- energy above the lowest of the compared OMol25 structures with the same formula, charge and spin (kJ/mol) = 414.6


(5)
The following is a DFT calculation (wB97M-V/def2-TZVPD) of a cluster of 2 separate species, C4H10O2 in total.

```
16
Properties=species:S:1:pos:R:3:forces:R:3:mulliken_charge:R:1
C -0.559011 1.072990 2.595403 -0.06 0.32 0.25 -0.55
O -0.641995 -0.210121 2.022675 0.19 -0.06 -0.02 -0.48
C -0.318849 -0.075905 -1.051177 0.06 0.00 0.08 0.15
C 0.583160 -1.139205 -0.499746 0.23 0.02 0.25 -0.08
C 0.160775 0.143605 -2.501840 0.04 0.04 -0.23 -1.08
O 1.452672 -0.962511 0.327368 -0.36 -0.21 -0.36 -0.58
H -0.301319 1.861944 1.872991 -0.04 -0.17 -0.04 0.24
H -1.538450 1.306685 3.012142 0.04 0.03 0.02 0.22
H 0.181636 1.110785 3.401851 -0.08 0.01 0.01 0.25
H -0.241426 0.828736 -0.443648 0.02 -0.16 -0.11 0.00
H -1.357698 -0.419342 -1.009051 0.18 -0.03 -0.04 0.32
H 0.455183 -2.137430 -0.975387 0.10 0.11 0.10 0.38
H 0.926996 -0.595033 -2.776318 -0.17 0.14 -0.03 0.31
H 0.624951 1.127204 -2.602581 -0.09 -0.13 -0.05 0.31
H -0.648167 0.051746 -3.230664 0.11 0.10 0.12 0.29
H 0.250253 -0.447364 1.733053 -0.16 -0.01 0.05 0.29
```
Positions in Å, forces in eV/Å.

Output
- SMILES = CCC=O.CO
- energy above the lowest of the compared OMol25 structures with the same formula, charge and spin (kJ/mol) = 130.4


(6)
The following is a DFT calculation (wB97M-V/def2-TZVPD) of an isolated molecule of C4H10O2.

```
16
Properties=species:S:1:pos:R:3:forces:R:3:mulliken_charge:R:1
C 2.260823 -0.942525 -0.353234 0.24 -0.20 -0.16 -0.71
O 1.322092 -0.235889 0.415010 -0.07 0.00 0.13 -0.36
C 0.512728 0.650799 -0.394144 -0.02 0.25 -0.27 -0.37
C -0.537353 1.345982 0.371646 0.54 0.35 0.01 -0.74
C -2.392307 -0.059057 0.210830 -0.27 -0.43 0.09 -0.61
O -1.266719 0.138879 1.113114 -0.19 0.23 -0.50 -0.19
H 1.772555 -1.568404 -1.118802 0.06 0.08 0.13 0.30
H 2.952571 -0.258606 -0.870141 -0.11 -0.09 0.12 0.27
H 2.836032 -1.583948 0.319214 -0.08 0.07 -0.10 0.24
H 0.118164 0.028995 -1.225642 0.04 0.20 0.19 0.24
H 1.126606 1.440576 -0.847675 0.11 -0.11 0.02 0.40
H -0.138222 1.883917 1.228495 0.28 -0.06 0.10 0.23
H -3.048353 -0.798235 0.659706 -0.10 -0.23 -0.05 0.28
H -2.033637 -0.354870 -0.779284 -0.08 -0.07 0.27 0.27
H -2.872964 0.916403 0.109428 0.19 -0.35 0.25 0.34
H -0.612021 -0.604011 1.161478 -0.53 0.37 -0.22 0.42
```
Positions in Å, forces in eV/Å.

Output
- energy above the lowest of the compared OMol25 structures with the same formula, charge and spin (kJ/mol) = 488.8


(7)
The following is a DFT calculation (wB97M-V/def2-TZVPD) of a cluster of 2 separate species, C4H10O2 in total in a non-equilibrium geometry.

```
16
Properties=species:S:1:pos:R:3:forces:R:3:mulliken_charge:R:1
C -2.002611 2.078180 -1.109475 -0.77 0.15 1.05 -0.99
C -0.926182 0.972177 -1.438723 -1.18 1.08 1.15 -0.15
C 0.209214 1.425236 -2.266075 3.94 2.23 2.59 -0.95
H -1.534182 2.946595 -0.492090 -0.66 -1.39 -1.31 0.27
H -2.689784 1.554656 -0.379050 0.37 0.78 -0.73 0.29
H -2.688785 2.514509 -1.935446 1.53 -0.84 1.06 0.28
H -1.365940 0.134996 -1.997619 -0.21 -0.12 0.92 0.27
H -0.486650 0.719561 -0.421707 -1.01 -0.36 -1.24 0.18
H 1.187506 1.141587 -1.596743 -1.70 -0.29 -2.73 0.21
H 0.129501 1.236013 -3.314910 0.58 -0.63 -0.49 0.33
H 0.433627 2.526085 -2.167023 -0.90 -0.61 -0.27 0.27
O 2.395002 -4.834803 4.046370 -0.61 3.18 -0.90 -0.40
C 2.138955 -3.681952 3.752218 0.71 -1.85 -1.39 0.23
O 1.941656 -3.235112 2.365357 -0.16 -1.10 3.20 -0.42
H 2.099014 -2.821654 4.466294 -0.15 -0.58 -0.38 0.26
H 1.159658 -2.676075 2.488623 0.20 0.35 -0.53 0.32
```
Positions in Å, forces in eV/Å.

Output
- SMILES = O=CO.CCC
- energy above the lowest of the compared OMol25 structures with the same formula, charge and spin (kJ/mol) = 208.3


(8)
The following is a DFT calculation (wB97M-V/def2-TZVPD) of a cluster of 2 separate species, C4H10O2 in total in a non-equilibrium geometry.

```
16
Properties=species:S:1:pos:R:3:forces:R:3:mulliken_charge:R:1
C 1.093931 0.696212 2.045597 -0.70 -1.58 3.44 -0.32
O 0.814564 1.905150 2.937452 0.50 -1.75 -2.38 -0.49
C 1.710405 0.796940 0.693460 -0.34 0.58 -1.46 -0.64
H 1.750025 0.045626 2.734782 -0.55 0.84 -1.22 0.27
H 0.162211 0.056812 1.998628 0.61 1.02 -0.08 0.23
H 1.268292 1.562659 3.701695 0.00 0.57 0.71 0.32
H 2.130246 -0.253260 0.483440 -0.56 1.71 -0.03 0.25
H 0.885049 1.073690 -0.084927 1.70 -0.49 1.17 0.10
H 2.518005 1.579475 0.675728 -0.66 -0.91 -0.17 0.29
O -2.900181 -1.846405 -3.592284 -1.66 0.82 -0.93 -0.43
C -2.014410 -1.651128 -2.844758 2.03 0.64 3.23 0.14
C -1.610192 -0.635608 -1.726507 -2.72 2.05 -0.94 -0.84
H -1.224348 -2.328792 -2.693753 1.42 -2.19 -0.83 0.27
H -1.841939 -0.962011 -0.705798 0.19 -0.60 -0.38 0.30
H -2.166200 0.321261 -1.808690 0.14 -0.35 -0.04 0.33
H -0.575460 -0.360619 -1.814059 0.61 -0.37 -0.10 0.23
```
Positions in Å, forces in eV/Å.

Output
- SMILES = CC=O.CCO
- energy above the lowest of the compared OMol25 structures with the same formula, charge and spin (kJ/mol) = 253.9


(9)
The following is a DFT calculation (wB97M-V/def2-TZVPD) of a cluster of 2 separate species, C4H10O2 in total.

```
16
Properties=species:S:1:pos:R:3:forces:R:3:mulliken_charge:R:1
C -1.119789 0.299908 2.295168 -0.10 0.16 0.22 -0.63
O -0.984910 -0.634360 1.243806 0.16 -0.07 -0.02 -0.51
C -0.440195 0.175077 -0.630285 0.13 0.01 -0.05 -0.52
C 0.599084 -0.799638 -0.768308 -0.38 0.09 -0.20 0.68
C 1.172657 0.278102 -1.962106 0.18 0.20 -0.25 -1.26
O 1.384285 -0.978416 0.244468 0.05 -0.06 0.11 -0.84
H -0.458707 1.170111 2.163801 -0.09 -0.15 0.01 0.28
H -2.157719 0.644627 2.317124 0.15 -0.05 0.01 0.25
H -0.882423 -0.170611 3.256497 -0.03 0.09 -0.11 0.29
H -0.213544 1.080957 -0.077108 0.00 -0.15 -0.05 0.23
H -1.335694 0.167338 -1.249106 0.16 -0.04 0.06 0.33
H 0.297572 -1.664070 -1.394874 0.11 0.08 0.13 0.22
H 2.059424 -0.309704 -2.212992 -0.17 0.04 0.06 0.35
H 1.514098 1.227079 -1.544427 -0.08 -0.12 -0.04 0.37
H 0.573969 0.417800 -2.865968 0.06 -0.03 0.14 0.38
H -0.008108 -0.904197 1.184310 -0.14 0.01 -0.01 0.37
```
Positions in Å, forces in eV/Å.

Output
- energy above the lowest of the compared OMol25 structures with the same formula, charge and spin (kJ/mol) = 423.8


(10)
The following is a DFT calculation (wB97M-V/def2-TZVPD) of a structure of composition C4H10O2 in a non-equilibrium geometry.

```
16
Properties=species:S:1:pos:R:3:forces:R:3:mulliken_charge:R:1
C 0.367659 1.680429 -1.070781 -0.07 -0.03 -0.19 -1.17
C 0.782569 0.709081 0.000315 0.51 0.68 0.15 0.98
C -0.850627 -2.017788 -0.587186 0.03 -0.03 3.12 -0.88
O 1.795082 0.040623 -0.067743 -0.54 0.04 0.04 -0.59
C -0.032564 0.699479 1.290355 0.25 -0.15 -0.11 -0.74
O 0.413345 -0.345041 2.111635 2.31 -0.61 -1.28 -0.58
H 0.040767 2.626692 -0.626753 0.02 -0.15 -0.02 0.33
H 1.175096 1.866957 -1.782644 -0.06 -0.11 0.20 0.34
H -0.482920 1.268404 -1.621719 0.00 0.01 0.06 0.27
H -1.574527 -1.281639 -0.981956 0.33 -0.24 0.45 0.21
H 0.012852 -2.073214 -1.286082 -0.21 0.24 1.09 0.22
H -1.332179 -2.997885 -0.587165 -0.07 0.09 -0.22 0.34
H 1.317017 -0.637617 1.636082 -2.54 0.75 1.34 0.41
H 0.119667 1.675694 1.784367 0.01 -0.09 -0.19 0.39
H -1.104368 0.636625 1.049682 0.18 -0.22 0.11 0.33
H -0.646870 -1.850803 0.739594 -0.17 -0.16 -4.56 0.15
```
Positions in Å, forces in eV/Å.

Output
- energy above the lowest of the compared OMol25 structures with the same formula, charge and spin (kJ/mol) = 169.9


(11)
The following is a DFT calculation (wB97M-V/def2-TZVPD) of an isolated molecule of C4H10O2.

```
16
Properties=species:S:1:pos:R:3:forces:R:3:mulliken_charge:R:1
C 1.528570 -1.095466 -0.500780 0.36 0.13 -0.27 -0.73
O 1.642762 0.288833 -0.106178 -0.12 -0.43 -0.09 -0.49
C 0.477895 1.048449 -0.366036 -0.14 0.03 0.03 -0.43
C -0.687374 0.546415 0.545380 -0.22 0.22 -0.09 0.34
C -1.836774 -0.004099 -0.283811 -0.05 -0.06 -0.01 -1.34
O -0.185667 -0.428900 1.439201 -0.03 0.23 0.38 -0.64
H 0.658075 -1.625869 -0.098178 0.20 0.41 -0.07 0.35
H 1.496978 -1.163970 -1.587993 0.19 -0.01 -0.15 0.32
H 2.422724 -1.569019 -0.096037 0.02 -0.05 -0.26 0.26
H 0.208118 0.990312 -1.433063 -0.01 -0.10 0.20 0.31
H 0.715330 2.095939 -0.146999 0.12 -0.28 0.01 0.31
H -1.056602 1.375026 1.162313 -0.03 0.11 -0.23 0.35
H -2.551122 -0.545562 0.342199 0.07 0.11 -0.03 0.35
H -1.476508 -0.681453 -1.067601 -0.03 0.05 0.17 0.30
H -2.360066 0.825322 -0.774490 0.05 -0.15 0.05 0.37
H 0.774863 -0.252915 1.439464 -0.37 -0.21 0.36 0.38
```
Positions in Å, forces in eV/Å.

Output
- SMILES = COC[C@@H](C)O
- energy above the lowest of the compared OMol25 structures with the same formula, charge and spin (kJ/mol) = 141.8


(12)
The following is a DFT calculation (wB97M-V/def2-TZVPD) of an isolated molecule of C4H10O2.

```
16
Properties=species:S:1:pos:R:3:forces:R:3:mulliken_charge:R:1
C 2.148353 0.648569 -0.716886 0.31 0.11 -0.10 -0.74
O 0.771038 0.551810 -0.451010 -0.07 0.10 -0.01 -0.27
C 0.440995 -0.771005 -0.093965 -0.03 -0.23 0.07 -0.52
C -1.024633 -0.919344 0.307882 -0.04 -0.06 0.02 -0.53
C -1.734793 0.331312 0.832215 0.05 -0.23 0.29 -0.46
O -2.165006 1.191306 -0.200964 0.23 0.21 -0.24 -0.54
H 2.415973 0.108471 -1.635559 -0.04 0.07 0.05 0.30
H 2.404362 1.701697 -0.828355 -0.06 -0.05 -0.04 0.24
H 2.749725 0.226107 0.103207 -0.15 0.09 -0.05 0.31
H 1.085022 -1.072511 0.749331 -0.07 0.08 -0.10 0.36
H 0.667955 -1.454803 -0.927775 0.03 0.09 0.10 0.33
H -1.629772 -1.313706 -0.515201 0.11 0.09 0.06 0.26
H -0.998221 -1.681138 1.088583 -0.36 -0.06 0.08 0.32
H -2.649199 0.026094 1.352416 0.17 0.01 -0.05 0.35
H -1.111053 0.876948 1.553915 0.00 -0.13 -0.06 0.27
H -1.370741 1.550197 -0.617830 -0.07 -0.06 0.00 0.34
```
Positions in Å, forces in eV/Å.

Output
- SMILES = COCCCO
- energy above the lowest of the compared OMol25 structures with the same formula, charge and spin (kJ/mol) = 122.2